(1)
The following is a DFT calculation (ωB97M-V/def2-TZVPD) of a molecular structure, C21H56CuF4N2O29S11 in a non-equilibrium geometry.

Structure (XYZ):
```
124
Properties=species:S:1:pos:R:3:forces:R:3
H 5.571 0.024 -1.278 -0.8 -0.3 -0.5
H -6.104 3.162 -3.231 0.4 -0.2 0.2
O -6.398 0.208 -5.174 0.0 1.2 2.2
H -5.639 -0.492 0.591 -0.3 0.4 0.0
H 4.282 -1.213 6.206 -0.8 0.2 -0.1
C -1.076 -5.380 -0.407 -1.6 -5.3 -0.3
O -1.078 0.408 4.413 -0.2 -1.6 -1.3
O 0.079 4.469 2.099 0.6 -1.2 0.3
H -0.566 -5.997 0.333 0.9 0.2 -0.1
H -2.897 -0.156 -5.792 -0.2 -0.3 -0.2
O -5.953 0.096 -2.714 -0.5 0.3 -1.2
C -2.681 -0.148 -4.724 0.0 -0.9 -0.9
S -1.903 -3.909 -4.657 0.6 1.2 1.8
H 1.405 -5.220 1.099 -0.2 0.2 -0.1
S 3.190 -0.699 2.711 1.9 0.6 0.3
H 8.424 -0.598 -1.995 -0.1 -0.4 0.0
C 4.766 -0.469 5.572 -1.3 0.3 -0.1
S 0.655 0.736 -2.444 -2.3 -4.6 -4.1
O 0.265 1.969 2.283 1.1 0.7 0.0
O 0.021 1.810 -3.158 0.8 -0.1 1.9
H 2.368 5.547 2.866 -0.1 -0.3 -0.5
H -2.871 -5.587 0.857 0.0 0.4 -0.1
H 3.276 1.159 5.753 0.0 -0.2 0.2
F 2.765 2.138 0.361 -0.1 -0.8 0.3
O 1.683 3.368 -1.229 0.0 -1.9 -1.1
H -3.228 2.742 1.856 0.2 0.3 -0.1
C 4.282 4.708 3.438 -0.8 -0.6 1.1
H 4.473 1.451 4.568 0.2 -0.1 -0.4
H -5.527 2.783 -4.879 0.0 0.1 0.1
H 4.760 5.600 3.841 -0.4 0.4 -0.4
S 4.696 -2.690 -1.513 0.2 -0.7 -2.2
H 5.431 0.014 6.288 0.5 0.1 -0.6
S -0.985 -0.957 3.935 1.5 1.2 4.5
O -1.660 1.520 0.345 -0.4 0.5 -1.7
H 3.677 -2.713 -3.745 -0.1 -0.1 0.3
H -3.274 0.695 -4.370 0.2 -0.4 0.6
C 2.721 4.749 3.521 0.9 1.0 -0.9
C 3.841 0.658 4.967 1.4 -0.3 1.5
H 2.668 -1.986 -2.401 0.0 0.1 -0.6
C -3.044 -1.561 -4.150 -0.5 2.3 0.7
H -0.676 -2.637 -2.931 -0.3 -0.5 0.0
H -4.829 2.177 1.627 -0.1 -0.2 -0.3
O -2.764 -2.535 -5.133 1.3 -2.7 -0.5
O 6.088 -1.944 -1.876 -0.6 -1.9 0.5
O 3.320 1.554 -1.868 -2.4 0.3 0.6
H 7.755 -0.745 -0.371 -0.1 0.3 0.1
O -2.461 1.683 -2.098 -0.4 1.2 3.2
C -2.547 -5.792 -0.164 -0.4 1.3 0.0
S -6.623 0.969 -3.945 -2.5 -0.3 0.9
N 1.065 0.975 -0.772 -2.2 -2.3 -2.8
N -0.923 -1.025 2.197 4.1 2.9 4.0
O 1.422 -3.950 -1.437 -1.2 0.9 1.0
H -1.613 0.068 -4.700 0.0 0.1 0.5
H -0.024 -2.260 -4.470 0.0 -0.4 -0.5
O -2.586 -4.542 -3.520 0.6 0.7 -2.0
O 4.194 -2.105 -0.285 0.3 -0.6 -0.3
C 6.240 -0.543 -1.926 1.5 0.5 0.7
H 5.507 0.200 2.722 0.0 -0.7 -0.3
O -2.123 -3.198 2.184 0.1 2.6 0.6
H 6.236 -0.268 -2.980 -0.5 0.4 0.1
O 0.518 -1.950 -0.180 -0.2 -1.8 -0.3
H 4.027 -1.054 -3.175 -0.2 0.0 0.3
O 4.959 -4.135 -1.683 -0.5 3.3 0.8
O -3.881 2.601 -0.129 1.8 -0.5 -1.6
H 7.775 0.821 -1.331 -0.1 0.1 0.5
H 2.332 5.076 4.485 0.3 -0.6 0.4
H -5.574 4.431 0.766 0.2 0.4 0.1
C -4.125 2.926 1.265 -0.1 -0.8 0.3
S -2.338 2.256 -0.753 -1.3 0.5 0.8
H -4.105 -1.565 -3.898 -0.1 -0.2 -0.3
H 4.680 4.467 2.452 -0.3 0.1 0.0
Cu 0.185 0.132 0.920 -0.3 -0.1 -0.4
O -0.905 -4.063 -0.279 2.7 5.0 0.3
O 1.577 -0.048 -3.279 -1.3 1.5 2.6
H -3.100 -5.199 -0.891 -0.5 0.0 0.3
O 2.083 -0.548 1.758 0.8 0.0 1.5
O -1.458 -4.696 -5.798 -1.3 1.5 1.3
H -5.837 1.472 -1.113 0.4 0.0 -0.2
C 1.427 -4.134 1.179 -0.4 0.6 0.3
H 4.833 -0.046 0.986 0.2 -0.6 0.3
H -7.204 0.437 -1.076 -0.2 -0.3 -0.3
H 5.215 -1.099 4.804 0.6 0.5 0.0
O -3.486 -1.045 2.483 4.1 -1.6 0.3
H -0.932 -5.760 -1.418 0.9 0.2 -0.1
H -5.377 -1.597 -0.689 -0.5 0.2 -0.6
C -4.731 4.305 1.446 1.0 -0.5 0.3
C -6.139 0.443 -1.310 -1.2 0.0 -0.2
S -2.206 -1.742 2.086 -11.4 -4.7 -5.7
O 2.221 3.454 3.117 -2.4 -0.7 -0.6
H -0.833 3.889 -1.544 0.5 0.0 0.5
S 0.541 3.293 2.806 0.8 1.4 1.2
H -3.928 5.038 1.378 -0.3 0.4 -0.6
H -1.158 2.938 4.330 0.0 0.0 0.3
H 2.447 -3.802 1.375 0.2 0.2 -1.0
H -1.430 4.315 0.170 0.2 -0.2 -0.2
C -0.150 3.318 4.499 0.7 -0.4 -1.6
C -0.427 -3.090 -3.891 -0.7 -0.3 -0.3
H -4.319 -0.247 -0.474 0.1 -0.1 -0.1
O -1.632 -1.999 4.745 0.8 2.1 -2.9
C 4.677 0.265 2.019 -1.2 0.0 0.5
C -5.585 2.430 -3.849 -0.4 -0.7 -0.9
H 4.455 1.331 1.976 -0.7 -0.1 0.1
C -1.660 3.969 -0.838 -0.5 -1.2 -0.7
C 3.639 -2.033 -2.894 0.7 -0.8 1.4
C 7.624 -0.259 -1.337 0.3 0.2 -0.9
H 0.478 2.581 4.998 -0.3 0.2 0.4
O 2.839 0.328 4.042 -0.7 -2.5 -2.8
O -8.019 1.384 -3.588 3.4 -1.1 -0.7
S 0.668 -3.404 -0.321 -0.1 -1.3 0.7
H -2.553 -1.712 -3.188 0.3 -0.3 -0.2
H -0.131 4.339 4.882 0.1 -0.2 0.0
S 2.149 1.993 -1.117 6.3 6.4 2.8
O 3.604 -2.061 3.105 -1.3 3.1 -0.6
H -2.389 4.602 -1.344 -0.3 -0.2 0.3
F -2.383 -1.521 0.477 0.8 -0.1 0.5
H 0.259 -3.926 -3.757 0.1 0.3 0.0
H -5.044 4.365 2.488 -0.4 0.0 0.0
H 4.638 3.964 4.150 0.0 -0.4 -0.2
F -0.536 -0.348 -2.196 1.1 1.4 0.5
H -2.815 -6.834 -0.341 0.8 -0.1 -0.3
C -5.372 -0.530 -0.465 1.3 0.0 0.6
F 0.516 -1.318 4.122 0.6 -0.1 -0.2
H 0.929 -3.778 2.080 -0.7 -0.2 -0.2
H -4.609 2.056 -3.539 -0.1 0.5 0.3
```
Positions in Å, forces in eV/Å.

Properties
orbital gap (alpha / beta)	9.557 / 6.340	eV
charge	0
highest occupied orbital energy (alpha / beta)	-0.384 / -0.384	Eh
energy relative to the best compared isomer or geometry (same formula, charge and spin)	101.58	kJ/mol
spin multiplicity	2
E_tot	-9544.8599	hartree

(2)
The following is a DFT calculation (ωB97M-V/def2-TZVPD) of 3 unconnected molecules or ions with the total composition C21H56I2N6O3P3S in a non-equilibrium geometry.

Structure (XYZ):
```
92
Properties=species:S:1:pos:R:3:forces:R:3
H -0.689 -2.424 0.584 1.0 -1.5 1.4
N -0.828 2.459 -4.435 0.9 0.3 -1.4
H -1.095 3.812 -1.143 -0.3 -0.2 -0.1
H 2.601 2.205 5.107 -0.1 0.0 -0.1
H -4.244 4.312 -3.073 0.0 0.3 0.0
H 5.235 1.177 2.635 0.2 0.1 0.0
H 5.454 4.291 1.204 0.0 0.2 0.1
H 3.233 0.797 4.238 0.1 -0.1 0.2
H -1.096 -5.742 -3.419 -1.1 1.2 2.2
P -2.311 2.166 -3.622 7.2 -3.3 2.4
P -1.665 -5.328 0.497 0.9 -1.7 0.5
H -3.300 -4.703 -4.025 0.1 -0.8 2.3
H 5.146 5.190 2.919 -0.1 -0.2 0.0
H -4.754 -9.000 0.682 0.8 1.4 2.1
N 3.068 4.776 3.189 -0.5 1.3 1.0
H 2.623 2.699 -0.487 0.0 -0.1 0.1
H -3.984 0.774 -1.932 0.1 -0.1 0.0
C -2.053 4.146 -1.549 0.0 -0.3 0.7
H 1.033 4.938 3.770 0.2 -0.1 -0.1
H 2.043 -2.480 0.857 -1.7 0.3 1.6
H -0.227 0.422 -2.408 0.1 -0.1 -0.1
H 0.256 -0.517 1.283 1.8 -0.8 1.1
O 1.072 -0.796 1.817 -1.1 -1.6 -0.5
H -3.137 5.686 -3.344 0.0 -0.2 0.1
H -3.361 4.476 -4.599 0.0 -0.1 0.0
H -0.696 0.527 -0.704 -0.4 0.0 0.0
H -3.616 -6.279 -3.042 0.5 2.4 0.5
C 0.019 -4.631 1.153 0.7 1.5 -0.1
C -1.343 -6.157 -1.192 0.1 -0.6 -1.1
H -1.663 -7.771 1.393 -1.0 2.3 0.8
C -1.000 2.721 -5.868 -0.1 -0.8 -0.2
H 5.973 1.762 4.131 -0.5 0.1 0.2
N -2.003 1.542 -2.038 -0.1 -0.7 2.2
H 4.018 1.604 -0.442 0.1 0.1 0.2
H 0.366 -5.212 2.134 -1.1 1.2 -2.1
P 2.814 3.190 2.583 3.9 5.9 -4.7
C -0.675 1.075 -1.650 0.1 0.5 -0.4
H 0.100 4.342 -4.054 0.0 0.1 0.0
H -2.725 -0.474 -2.023 -0.1 0.1 -0.1
N 3.869 2.893 1.243 1.2 -1.0 -1.4
H 6.000 2.791 2.736 -0.4 -0.1 -0.2
H 2.171 4.732 5.108 0.1 0.1 0.4
N -2.180 3.816 -2.968 -3.2 1.0 -0.3
H 1.717 -2.738 2.708 -0.8 1.5 -1.6
H 2.033 6.292 4.268 0.2 -0.2 0.0
H -4.144 -6.628 0.313 0.7 -0.5 2.2
C 0.291 3.268 -3.965 -0.2 0.4 0.3
C 4.332 5.364 3.618 0.3 -0.4 0.2
H -3.504 -9.112 2.091 -1.8 1.2 -0.6
C 5.374 2.064 3.261 0.3 -0.2 -0.6
H 0.869 -4.737 0.337 -2.0 0.0 1.4
H -0.912 -2.944 2.384 1.8 0.1 -1.7
I -1.984 -6.276 3.813 0.2 -0.3 -1.1
H -2.051 5.234 -1.401 -0.2 -0.1 -0.5
S -3.229 -3.862 0.511 -0.1 -0.5 -0.3
H -2.872 3.735 -0.950 0.2 0.1 0.1
H -4.346 -4.496 -0.100 1.7 0.2 0.7
I -0.842 -3.182 -2.391 -0.2 -1.0 0.0
H 2.630 1.292 0.594 0.0 0.1 0.0
O 1.690 3.656 1.624 -2.3 -2.9 2.6
H -1.709 2.017 -6.315 0.0 0.0 0.2
H 1.193 3.045 -4.547 -0.3 -0.2 -0.1
H 4.190 1.579 5.525 0.0 0.0 -0.2
C -3.857 -6.927 1.420 -0.3 -0.4 0.3
H -4.389 -6.212 2.199 1.1 -1.4 -2.0
H 4.242 6.455 3.682 -0.3 -0.2 -0.1
H 3.966 4.846 0.395 0.0 0.1 0.0
C -0.170 -3.012 1.457 -0.1 0.1 0.6
H -0.006 1.911 -1.454 0.1 0.0 -0.1
H -1.986 -7.155 -1.273 1.2 2.2 0.3
C -3.245 -5.158 -2.936 0.6 -0.4 -0.7
C 3.508 1.758 4.687 0.0 0.1 0.7
C -2.970 0.515 -1.610 -0.1 0.3 -0.3
H -0.209 -6.493 -1.219 -2.3 0.8 0.3
N 4.105 2.654 3.684 -1.4 -2.9 1.2
C 1.275 -2.266 1.731 -0.7 -0.6 -0.6
C 2.031 5.203 4.134 -0.6 0.1 -0.6
H -3.914 -4.501 -2.236 1.4 -1.4 -1.4
H -5.290 -8.449 2.433 2.0 -0.1 -1.5
H 5.054 3.662 -0.345 -0.3 -0.3 0.1
O -2.425 0.730 -4.191 -3.7 1.8 -1.6
C -3.288 4.615 -3.516 0.0 0.6 -0.5
H 4.652 5.002 4.600 0.1 0.0 0.1
H -1.374 3.731 -6.039 0.1 0.3 -0.2
C -1.655 -5.222 -2.502 -0.7 -1.6 -1.1
C 4.603 3.979 0.600 0.0 0.3 0.5
H -2.993 0.429 -0.518 0.2 0.2 0.0
C -4.385 -8.458 1.677 -0.1 -0.4 -0.2
H -0.056 2.600 -6.415 -0.1 0.1 0.2
H 0.565 3.064 -2.933 -0.2 0.0 0.0
C -2.217 -6.762 1.693 -1.5 -0.7 -1.6
C 3.253 2.088 0.174 -0.2 -0.1 0.3
```
Positions in Å, forces in eV/Å.

Properties
orbital gap	5.794	eV
charge	+1
highest occupied orbital energy	-0.341	Eh
spin multiplicity	1
E_tot	-3404.9882	hartree